# 1
{
  "formula": "C3H6NO3S2",
  "method": "ωB97M-V/def2-TZVPD",
  "e_homo_ev": [-3.37, -3.57],
  "e_lumo_ev": [3.18, 0.67],
  "multiplicity": 1,
  "de_lowest_kj_mol": 506.2,
  "charge": -1,
  "species": ["C", "C", "C", "N", "O", "O", "O", "S", "S", "H", "H", "H", "H", "H", "H"],
  "positions_angstrom": [[0.66752, 1.16899, 0.16017], [-0.38049, -1.15984, 0.07302], [-1.75891, 0.79637, 0.39097], [-0.31916, 0.31570, 0.21134], [2.26695, -0.32218, 1.47989], [2.20291, -0.69999, -0.91896], [3.44684, 1.25930, 0.04157], [-1.02079, 0.13732, -2.87137], [2.40191, 0.25245, 0.13609], [-0.85512, -1.29744, -0.91888], [0.63265, -1.64965, 0.06828], [-1.03401, -1.53847, 0.85155], [-1.87163, 1.94778, 0.53963], [-2.18807, 0.38473, -0.46924], [-2.19059, 0.40494, 1.22595]],
  "forces_ev_per_angstrom": [[-1.45, -3.33, -0.09], [1.19, -0.72, -0.66], [2.44, 3.36, -0.92], [0.12, 2.58, 1.14], [-0.03, 0.39, -0.75], [0.41, 0.34, -0.73], [-1.11, -0.78, -0.53], [-0.18, 0.10, -0.33], [0.92, 0.86, 2.05], [0.20, -0.01, 0.31], [-1.36, 0.75, 0.22], [0.07, 0.02, 0.24], [0.60, -2.07, -0.92], [-1.13, 0.08, -1.60], [-0.69, -1.56, 2.56]]
}

# 2
{
  "formula": "C35H59ClFINO23P2",
  "method": "ωB97M-V/def2-TZVPD",
  "e_homo_ev": -4.66,
  "e_lumo_ev": 1.28,
  "multiplicity": 1,
  "charge": -1,
  "species": ["C", "C", "O", "C", "C", "C", "O", "Cl", "O", "P", "C", "C", "F", "C", "C", "O", "C", "C", "O", "C", "C", "C", "O", "P", "O", "I", "O", "C", "C", "C", "C", "C", "C", "N", "H", "H", "H", "H", "H", "H", "H", "H", "H", "H", "H", "H", "H", "H", "H", "H", "H", "H", "H", "H", "H", "H", "H", "H", "H", "H", "H", "H", "H", "H", "H", "H", "H", "H", "H", "H", "H", "H", "H", "C", "C", "O", "C", "O", "O", "H", "H", "H", "H", "C", "C", "O", "C", "O", "O", "H", "H", "H", "H", "C", "C", "O", "C", "O", "O", "H", "H", "H", "H", "C", "C", "O", "C", "O", "O", "H", "H", "H", "H", "C", "C", "O", "C", "O", "O", "H", "H", "H", "H"],
  "positions_angstrom": [[6.15999, -1.16636, 0.09951], [5.47465, -1.22360, -1.36268], [4.05522, -1.23484, -1.51044], [3.22318, -1.38529, -0.34568], [3.23966, -2.91289, 0.30182], [3.18267, -4.11945, -0.80237], [2.04311, -4.86536, -0.84785], [4.52178, -4.63034, -1.97639], [3.14116, -0.41116, 0.74079], [1.91869, 0.87870, 0.64427], [0.86321, -0.31021, 1.68041], [0.26273, 0.20109, 3.09581], [0.91315, -0.38446, 4.32062], [3.17620, 1.65412, -0.55310], [3.31032, 3.25574, -0.63771], [2.91157, 3.86306, -1.95274], [3.22803, 5.31841, -1.77108], [2.29020, 6.34689, -0.87515], [4.34913, 5.87573, -2.30482], [0.59081, 2.30169, 0.58054], [0.02365, 2.59229, -0.95934], [-1.48270, 1.94732, -1.21835], [-0.19072, 4.07830, -0.99861], [2.87583, 1.49008, 2.53627], [4.10864, 2.67242, 2.34438], [4.16403, -0.54232, 3.25847], [1.12753, 0.04837, -0.71575], [1.69324, -1.30963, -1.01817], [1.46564, -1.79157, -2.56181], [0.11172, -2.76554, -2.70486], [-1.23496, -1.95314, -3.15822], [-2.55806, -2.52722, -2.31439], [-2.89491, -1.57689, -1.00958], [-3.75880, -0.39269, -1.41959], [5.74104, -0.20815, 0.65932], [7.31908, -0.92860, -0.06738], [6.13490, -2.14292, 0.74070], [5.92745, -2.17191, -1.93009], [5.90216, -0.29449, -1.98136], [2.32739, -3.10549, 1.04769], [4.20674, -3.11840, 0.96903], [-0.07286, -0.61182, 1.00220], [1.46147, -1.29538, 1.87651], [0.10086, 1.38013, 3.19062], [-0.85438, -0.22466, 3.15797], [2.90027, 1.25288, -1.64274], [4.25497, 1.19766, -0.32222], [2.86228, 3.87155, 0.28174], [4.48004, 3.50306, -0.57578], [1.76530, 5.77090, 0.02391], [1.45270, 6.88870, -1.48850], [2.93787, 7.19869, -0.35583], [0.95426, 3.28461, 1.12679], [-0.41295, 2.00527, 1.15739], [0.79276, 2.37102, -1.80408], [-1.39080, 1.07665, -1.99385], [-2.04477, 1.64321, -0.23863], [-2.13879, 2.79374, -1.74004], [-1.04326, 4.30327, -0.50970], [4.97438, 2.30173, 1.99842], [1.05531, -2.12479, -0.42273], [1.30201, -0.90165, -3.33786], [2.33494, -2.44527, -3.02086], [-0.05830, -3.43979, -1.75620], [0.34984, -3.52852, -3.59201], [-1.09278, -0.79692, -3.06337], [-1.47689, -2.22596, -4.29514], [-3.51030, -2.49323, -3.03026], [-2.42112, -3.65352, -2.01240], [-3.49525, -2.16084, -0.17867], [-1.92089, -1.13190, -0.50817], [-3.32331, 0.08591, -2.24039], [-3.88003, 0.26541, -0.61093], [-7.04152, -5.73393, -2.00266], [-7.08702, -4.24758, -1.85530], [-5.72877, -3.86759, -1.96881], [-5.09640, -4.85768, -2.66414], [-3.95612, -4.77991, -3.09004], [-5.90659, -5.94504, -2.82138], [-7.94188, -6.13304, -2.47774], [-6.88736, -6.24452, -1.04630], [-7.65738, -3.76529, -2.65616], [-7.49728, -3.93745, -0.89034], [7.47999, 8.22051, 0.25446], [6.31770, 7.29970, 0.06958], [5.44510, 7.66150, 1.12304], [5.75139, 8.94619, 1.46862], [5.08599, 9.63305, 2.22568], [6.89825, 9.36189, 0.85595], [7.95817, 8.48298, -0.69322], [8.23525, 7.80978, 0.93266], [5.80526, 7.45965, -0.88494], [6.60413, 6.24728, 0.14722], [-11.68364, -8.93904, -2.04973], [-11.77118, -7.50961, -2.47640], [-10.65927, -6.91083, -1.83824], [-9.75528, -7.90564, -1.59990], [-8.61256, -7.72034, -1.21578], [-10.29642, -9.13401, -1.84836], [-12.06501, -9.62498, -2.81110], [-12.20754, -9.12689, -1.10668], [-11.66441, -7.38931, -3.55964], [-12.70346, -7.03618, -2.15640], [5.12639, 10.88854, 5.82720], [4.43640, 9.60355, 5.50205], [3.93988, 9.17453, 6.75565], [3.82214, 10.28720, 7.53780], [3.26601, 10.31046, 8.62310], [4.40676, 11.36993, 6.94672], [5.08375, 11.60453, 5.00186], [6.17211, 10.74027, 6.11631], [3.59367, 9.74324, 4.81680], [5.11833, 8.86029, 5.07991], [-2.99500, -7.44750, 1.59297], [-4.25716, -8.09308, 1.12055], [-5.22670, -7.07703, 1.29304], [-4.56026, -5.88570, 1.27736], [-5.10214, -4.79395, 1.23118], [-3.20909, -6.07561, 1.31906], [-2.11405, -7.81625, 1.06044], [-2.83866, -7.57280, 2.66951], [-4.21579, -8.36632, 0.06087], [-4.51569, -8.97947, 1.70632]],
  "forces_ev_per_angstrom": [[0.79, 1.33, -0.15], [2.89, -0.30, -0.94], [0.64, 0.21, 2.24], [-4.00, -0.45, 0.00], [1.59, -0.88, 0.74], [-7.22, -3.50, 0.64], [7.76, 4.77, 0.09], [-1.34, 0.89, 1.54], [1.74, -3.47, -4.28], [-0.57, -1.36, -1.74], [-1.91, -1.30, 2.02], [-2.58, -0.62, 0.23], [-0.97, 1.45, -2.45], [1.26, 1.12, -2.30], [2.39, 0.61, 1.38], [0.86, 3.79, 1.92], [4.60, 2.37, -2.14], [-0.25, -0.43, 1.19], [-6.97, -4.00, 3.05], [-1.79, 0.26, 0.00], [-0.93, 1.16, 1.29], [0.55, 0.51, -0.94], [-1.01, -0.54, 0.43], [0.85, 1.69, 1.91], [0.84, -1.59, -0.65], [0.28, 0.55, 0.93], [1.47, -2.28, -1.32], [-1.21, -0.16, 0.72], [-0.69, -0.48, -1.04], [0.58, -0.08, -1.03], [-0.78, -1.35, -0.05], [-0.27, 1.21, -0.05], [0.22, 0.00, 0.40], [0.47, -0.46, 0.09], [0.77, -2.42, -0.83], [-2.46, -0.60, 0.14], [-0.34, 1.98, -1.21], [-1.09, 1.87, 1.18], [-1.10, -1.80, 1.41], [1.93, 0.55, -2.06], [-1.89, 0.58, -1.59], [1.95, 0.79, 1.67], [-1.33, 1.90, -0.14], [1.03, -2.67, 0.10], [2.42, 0.75, 0.09], [0.70, 0.97, 2.32], [-2.40, 1.31, -0.47], [0.58, -1.56, -2.15], [-2.37, -0.55, -0.02], [1.00, 1.06, -2.23], [1.70, -1.40, 0.86], [-0.99, -2.04, -1.48], [-0.67, -1.81, -1.50], [2.31, 0.42, -0.98], [-1.60, 0.33, 1.67], [-0.29, 1.45, 1.83], [1.34, 0.33, -1.84], [1.44, -1.76, 1.02], [1.73, -0.79, -0.88], [-1.58, 0.53, 0.37], [1.21, 1.87, -0.95], [0.51, -1.65, 1.94], [-1.41, 1.50, 1.36], [0.33, 1.57, -1.72], [-0.48, 1.55, 1.96], [-0.34, -2.14, -0.05], [0.73, 0.83, 2.37], [2.12, 0.04, 1.73], [-0.01, 2.53, -0.55], [1.23, 1.00, -1.74], [-1.46, -1.30, -0.98], [-0.47, -0.37, 1.32], [0.46, -0.80, -1.35], [-0.72, -0.45, 0.31], [-0.76, 0.60, 0.38], [0.73, -0.68, -0.57], [2.15, 0.27, -0.74], [-2.83, -0.80, 0.68], [0.82, 0.70, -0.19], [0.53, 0.14, 0.02], [-0.04, 0.16, -0.22], [0.05, -0.01, 0.01], [0.26, 0.04, -0.13], [1.03, -0.22, -0.42], [0.01, -0.93, -0.97], [0.07, 1.24, 0.69], [-1.25, 0.89, 1.20], [1.38, -1.31, -1.41], [-0.94, 0.07, 0.57], [-0.11, 0.12, 0.22], [-0.06, 0.05, -0.02], [0.02, -0.11, 0.11], [-0.25, 0.17, 0.07], [-0.79, -0.80, -0.03], [-0.89, 0.52, -0.56], [0.78, -0.52, 0.32], [2.36, 0.18, 0.91], [-3.12, -0.94, -0.63], [0.56, 0.79, 0.10], [0.22, 0.02, 0.16], [0.05, 0.03, -0.07], [0.00, -0.02, 0.10], [0.27, 0.06, 0.01], [0.76, 0.53, -0.72], [0.05, -0.60, -1.14], [-0.11, 0.77, 0.95], [-1.15, -0.14, 2.11], [1.22, 0.00, -2.34], [-0.56, -0.56, 0.61], [-0.04, -0.05, 0.25], [-0.08, -0.01, 0.00], [0.15, -0.02, 0.04], [-0.25, 0.04, 0.15], [0.99, -0.44, 0.27], [-0.16, -1.09, -0.29], [0.18, 0.85, 0.08], [-0.88, 2.40, -0.11], [1.11, -2.49, 0.07], [-1.03, 0.29, -0.11], [-0.10, 0.26, 0.07], [-0.03, 0.02, -0.07], [0.01, 0.05, 0.08], [-0.14, 0.22, -0.08]]
}